[1]
Here is a 15-piece molecular cluster, C35H85N10O25 overall from the OMol25 dataset. Energies are from ωB97M-V/def2-TZVPD.

Output
Orbital gap in eV: 4.0
LUMO energy in eV: -11.7792
Charge: +5

Cartesian coordinates (Å):
C1 -0.494 4.762 -2.120
C2 -0.236 5.882 -1.131
O1 -1.117 6.489 -0.614
N1 1.187 6.235 -0.929
H1 1.432 6.215 0.069
H2 1.723 5.507 -1.436
C3 1.466 7.576 -1.604
H3 -0.339 3.894 -1.468
H4 0.162 4.778 -2.985
H5 -1.541 4.866 -2.391
H6 1.102 8.333 -0.918
H7 1.026 7.638 -2.592
H8 2.552 7.605 -1.647
C4 -5.320 1.540 -0.418
C5 -6.137 0.414 -0.974
O2 -6.418 -0.607 -0.435
N2 -6.436 0.539 -2.452
H9 -5.678 1.004 -2.950
H10 -6.600 -0.418 -2.763
C6 -7.727 1.398 -2.674
H11 -5.539 1.869 0.593
H12 -5.401 2.353 -1.142
H13 -4.251 1.308 -0.359
H14 -8.418 0.880 -3.329
H15 -7.367 2.326 -3.105
H16 -8.168 1.575 -1.697
C7 4.974 -5.431 2.509
C8 4.593 -4.186 3.196
O3 5.060 -3.736 4.188
N3 3.563 -3.335 2.511
H17 3.943 -2.384 2.640
H18 3.525 -3.494 1.485
C9 2.255 -3.396 3.231
H19 4.107 -6.095 2.424
H20 5.715 -6.026 3.038
H21 5.374 -5.259 1.508
H22 1.861 -4.368 3.505
H23 1.601 -2.929 2.495
H24 2.253 -2.706 4.072
C10 -0.560 3.776 1.153
C11 -1.986 4.062 0.917
O4 -2.700 3.542 0.131
N4 -2.471 5.299 1.694
H25 -2.554 5.186 2.709
H26 -1.792 6.059 1.571
C12 -3.735 5.928 1.116
H27 -0.037 4.128 0.256
H28 -0.399 2.700 1.191
H29 -0.133 4.263 2.036
H30 -4.624 5.345 1.307
H31 -3.543 6.069 0.054
H32 -3.738 6.944 1.506
C13 0.784 1.395 -4.027
C14 1.481 0.117 -3.762
O5 1.054 -0.744 -3.063
N5 2.864 0.080 -4.304
H33 2.849 0.313 -5.305
H34 3.341 0.941 -3.965
C15 3.627 -1.165 -4.010
H35 1.009 1.885 -4.974
H36 1.100 2.114 -3.255
H37 -0.291 1.403 -3.850
H38 4.562 -1.096 -4.565
H39 3.163 -2.128 -4.174
H40 3.957 -1.147 -2.974
C16 -5.604 -1.038 2.602
C17 -4.453 -0.116 2.713
O6 -3.507 -0.096 2.001
N6 -4.517 0.825 3.911
H41 -5.102 1.628 3.662
H42 -4.938 0.510 4.792
C18 -3.158 1.435 4.307
H43 -5.445 -1.834 1.879
H44 -6.546 -0.556 2.326
H45 -5.847 -1.604 3.507
H46 -3.424 2.308 4.900
H47 -2.673 1.752 3.393
H48 -2.620 0.685 4.872
C19 0.642 -5.970 -3.712
C20 -0.495 -5.006 -3.760
O7 -0.868 -4.322 -2.858
N7 -1.154 -4.829 -5.138
H49 -1.029 -5.630 -5.765
H50 -2.150 -4.754 -4.922
C21 -0.794 -3.529 -5.818
H51 1.116 -6.153 -4.677
H52 0.240 -6.933 -3.379
H53 1.377 -5.580 -3.006
H54 0.274 -3.533 -6.009
H55 -1.071 -2.701 -5.169
H56 -1.399 -3.451 -6.718
C22 -2.241 -5.586 -0.120
C23 -3.315 -4.540 -0.278
O8 -3.118 -3.405 0.011
N8 -4.539 -4.909 -1.110
H57 -4.700 -4.194 -1.815
H58 -4.301 -5.798 -1.556
C24 -5.728 -5.215 -0.206
H59 -1.348 -5.037 0.173
H60 -1.980 -6.170 -1.005
H61 -2.470 -6.318 0.660
H62 -6.500 -5.537 -0.907
H63 -6.069 -4.324 0.305
H64 -5.525 -6.095 0.399
C25 5.413 0.582 -0.300
C26 5.474 -0.278 0.915
O9 5.194 -1.431 1.008
N9 5.995 0.384 2.164
H65 6.438 1.299 2.056
H66 5.091 0.594 2.647
C27 6.976 -0.518 2.872
H67 5.197 1.612 -0.013
H68 4.767 0.164 -1.061
H69 6.439 0.624 -0.688
H70 7.738 -0.795 2.151
H71 6.521 -1.358 3.382
H72 7.399 0.141 3.629
C28 -1.458 -0.920 -0.519
C29 -0.389 0.128 -0.285
O10 -0.274 1.199 -0.776
N10 0.577 -0.353 0.690
H73 0.127 -0.345 1.621
H74 0.824 -1.320 0.400
C30 1.801 0.522 0.755
H75 -1.260 -1.690 -1.258
H76 -2.365 -0.370 -0.780
H77 -1.638 -1.353 0.468
H78 1.553 1.548 0.996
H79 2.329 0.436 -0.189
H80 2.414 0.147 1.578
O11 3.380 2.831 -0.789
C31 3.223 3.224 -2.056
O12 3.489 2.389 -2.962
O13 2.625 4.323 -2.182
H81 3.140 3.611 -0.225
O14 -0.168 0.332 4.914
C32 -0.431 0.160 3.593
O15 -0.611 -1.012 3.163
O16 -0.384 1.167 2.846
H82 -0.072 -0.576 5.240
O17 3.548 3.177 1.752
C33 2.769 4.309 1.939
O18 2.181 4.485 3.009
O19 2.701 5.110 0.948
H83 3.452 2.768 2.637
O20 2.523 -3.333 -2.163
C34 2.648 -3.294 -0.790
O21 3.496 -4.015 -0.258
O22 1.752 -2.688 -0.111
H84 1.809 -2.680 -2.270
O23 3.986 0.252 6.041
C35 3.799 0.383 4.714
O24 3.412 -0.611 4.012
O25 4.098 1.459 4.152
H85 4.221 -0.680 6.153

[2]
Here is a 6-piece molecular cluster, C35H87N6O6PS overall from the OMol25 dataset. Energies are from ωB97M-V/def2-TZVPD.

Output
Orbital gap in eV: 7.7
LUMO energy in eV: -0.0204
SMILES string: CP(O)N(CCCS(=O)(=O)O)C(=O)O.CCN(CC)CC.CCN(CC)CC.CCN(CC)CC.CCN(CC)CC.CCN(CC)CC

Cartesian coordinates (Å):
C1 -1.535 -2.204 2.410
P1 -1.762 -1.036 0.903
O1 -1.466 0.539 1.607
N1 -0.603 -1.386 -0.377
C2 0.667 -2.026 0.047
C3 1.487 -1.289 1.211
C4 2.961 -0.785 0.738
S1 3.199 1.038 0.888
O2 2.151 1.765 1.681
O3 3.260 1.600 -0.501
O4 4.672 1.319 1.680
C5 -0.439 -0.312 -1.359
O5 -0.377 -0.655 -2.573
O6 -0.391 1.072 -1.100
H1 -2.437 -2.908 2.494
H2 -1.411 -1.559 3.359
H3 -0.607 -2.862 2.345
H4 -0.963 0.432 2.452
H5 0.474 -3.124 0.341
H6 1.357 -2.076 -0.871
H7 0.931 -0.457 1.752
H8 1.705 -2.093 2.013
H9 3.746 -1.277 1.429
H10 3.203 -1.131 -0.335
H11 4.547 2.160 2.195
H12 0.168 1.285 -0.315
C6 -3.701 -1.811 -2.182
C7 -4.916 -1.044 -2.687
N2 -6.187 -1.684 -2.368
C8 -7.318 -1.120 -3.099
C9 -7.687 0.335 -2.818
C10 -6.429 -1.967 -0.958
C11 -6.385 -0.794 0.019
H13 -3.711 -2.848 -2.532
H14 -2.785 -1.344 -2.554
H15 -3.644 -1.813 -1.091
H16 -4.819 -0.977 -3.777
H17 -4.870 -0.016 -2.306
H18 -8.202 -1.746 -2.936
H19 -7.106 -1.213 -4.171
H20 -8.181 0.447 -1.852
H21 -8.393 0.687 -3.577
H22 -6.821 0.999 -2.849
H23 -5.695 -2.710 -0.628
H24 -7.393 -2.479 -0.852
H25 -5.520 -0.146 -0.140
H26 -6.317 -1.175 1.044
H27 -7.289 -0.188 -0.032
C12 8.958 -2.350 2.292
C13 8.162 -3.499 1.688
N3 6.883 -3.090 1.119
C14 5.999 -4.212 0.816
C15 6.450 -5.200 -0.259
C16 6.934 -2.040 0.106
C17 7.791 -2.290 -1.133
H28 8.364 -1.800 3.028
H29 9.844 -2.738 2.803
H30 9.305 -1.646 1.531
H31 7.975 -4.217 2.496
H32 8.790 -4.017 0.950
H33 5.007 -3.828 0.548
H34 5.838 -4.774 1.743
H35 6.354 -4.779 -1.260
H36 5.814 -6.090 -0.228
H37 7.480 -5.532 -0.113
H38 7.291 -1.122 0.584
H39 5.915 -1.795 -0.214
H40 8.777 -2.691 -0.889
H41 7.950 -1.345 -1.663
H42 7.304 -2.967 -1.835
C18 -2.913 8.220 -1.757
C19 -3.144 6.796 -1.267
N4 -2.888 5.780 -2.282
C20 -3.390 4.458 -1.917
C21 -2.763 3.771 -0.706
C22 -1.564 5.800 -2.894
C23 -0.353 5.670 -1.971
H43 -3.486 8.424 -2.665
H44 -3.234 8.933 -0.992
H45 -1.857 8.416 -1.960
H46 -4.195 6.731 -0.962
H47 -2.545 6.629 -0.362
H48 -3.310 3.790 -2.782
H49 -4.468 4.546 -1.734
H50 -1.765 3.394 -0.928
H51 -3.371 2.907 -0.419
H52 -2.706 4.429 0.164
H53 -1.462 6.734 -3.457
H54 -1.507 5.020 -3.661
H55 -0.423 6.315 -1.092
H56 0.553 5.963 -2.514
H57 -0.203 4.643 -1.640
C24 13.141 -5.430 6.674
C25 11.917 -4.680 6.164
N5 10.655 -5.340 6.476
C26 9.518 -4.793 5.741
C27 9.124 -3.344 6.021
C28 10.410 -5.629 7.885
C29 10.430 -4.456 8.864
H58 13.147 -6.465 6.322
H59 14.053 -4.948 6.307
H60 13.194 -5.433 7.766
H61 12.018 -4.610 5.074
H62 11.946 -3.651 6.547
H63 8.644 -5.434 5.899
H64 9.737 -4.881 4.669
H65 8.623 -3.241 6.984
H66 8.416 -3.004 5.259
H67 9.979 -2.666 5.995
H68 11.154 -6.360 8.218
H69 9.454 -6.156 7.986
H70 11.285 -3.795 8.710
H71 10.499 -4.838 9.889
H72 9.517 -3.864 8.809
C30 -12.732 2.383 -5.355
C31 -11.263 2.629 -5.035
N6 -10.732 3.852 -5.627
C32 -9.275 3.934 -5.576
C33 -8.617 4.010 -4.200
C34 -11.441 5.085 -5.302
C35 -11.583 5.456 -3.827
H73 -12.911 2.403 -6.433
H74 -13.034 1.399 -4.985
H75 -13.383 3.122 -4.881
H76 -10.703 1.774 -5.432
H77 -11.128 2.611 -3.945
H78 -8.940 4.788 -6.175
H79 -8.870 3.056 -6.094
H80 -8.746 4.993 -3.745
H81 -7.539 3.846 -4.299
H82 -8.998 3.252 -3.512
H83 -12.446 5.024 -5.734
H84 -10.974 5.922 -5.833
H85 -11.897 4.612 -3.210
H86 -12.345 6.236 -3.719
H87 -10.657 5.861 -3.419

[3]
Here is a 10-piece molecular cluster, C35H93N3O13 overall from the OMol25 dataset. Energies are from ωB97M-V/def2-TZVPD.

Output
Orbital gap in eV: 9.1
LUMO energy in eV: 0.3696
SMILES string: COCCNCCOC.COCCNCCOC.COCCNCCOC.CC(C)O.CC(C)O.CC(C)O.CC(C)O.CC(C)O.CO.CO

Cartesian coordinates (Å):
C1 -4.677 -0.573 -2.115
O1 -4.211 -0.766 -0.812
H1 -3.974 0.034 -2.723
H2 -4.716 -1.530 -2.545
H3 -5.671 -0.176 -2.078
H4 -4.304 0.069 -0.294
C2 3.110 2.269 1.898
O2 3.772 3.354 2.617
H5 2.042 2.406 1.820
H6 3.472 2.224 0.877
H7 3.180 1.280 2.367
H8 3.566 3.196 3.562
C3 -3.799 -0.280 4.172
C4 -3.901 -0.728 2.685
C5 -5.083 -1.570 2.365
O3 -3.876 0.431 1.803
H9 -3.620 -1.141 4.804
H10 -4.796 0.117 4.466
H11 -3.052 0.468 4.311
H12 -2.968 -1.228 2.406
H13 -5.062 -2.492 2.909
H14 -5.086 -1.745 1.290
H15 -6.003 -1.000 2.585
H16 -4.662 0.972 1.990
C6 3.791 -1.168 -1.802
C7 3.681 -1.778 -0.471
C8 4.508 -1.066 0.622
O4 2.315 -1.886 -0.069
H17 3.003 -1.596 -2.415
H18 4.737 -1.346 -2.313
H19 3.594 -0.085 -1.790
H20 4.085 -2.766 -0.596
H21 5.547 -1.068 0.378
H22 4.320 -1.671 1.529
H23 4.180 -0.032 0.720
H24 2.347 -2.076 0.877
C9 -4.354 5.266 -4.378
C10 -3.502 4.629 -3.270
C11 -4.340 4.289 -2.103
O5 -2.850 3.436 -3.899
H25 -4.872 6.127 -4.032
H26 -5.094 4.536 -4.758
H27 -3.716 5.513 -5.215
H28 -2.653 5.263 -2.962
H29 -4.776 5.109 -1.580
H30 -3.829 3.710 -1.326
H31 -5.182 3.683 -2.381
H32 -2.661 2.868 -3.170
C12 0.289 2.030 -0.921
C13 0.281 0.687 -0.236
C14 -1.086 0.513 0.380
O6 0.592 -0.309 -1.202
H33 -0.042 2.876 -0.255
H34 -0.343 1.967 -1.799
H35 1.287 2.293 -1.206
H36 1.068 0.706 0.549
H37 -1.897 0.798 -0.287
H38 -1.117 1.126 1.261
H39 -1.294 -0.499 0.702
H40 1.182 -0.986 -0.720
C15 -1.138 -4.883 -0.249
C16 -1.479 -3.438 -0.625
C17 -1.905 -3.241 -2.094
O7 -2.469 -2.927 0.299
H41 -1.141 -5.042 0.850
H42 -0.060 -4.973 -0.535
H43 -1.769 -5.686 -0.705
H44 -0.571 -2.858 -0.542
H45 -1.422 -3.924 -2.732
H46 -1.635 -2.228 -2.380
H47 -2.962 -3.355 -2.272
H48 -2.772 -2.060 -0.028
C18 0.861 -0.167 4.693
O8 1.194 -1.528 4.889
C19 0.233 -2.420 4.241
C20 0.557 -2.443 2.737
N1 1.958 -2.807 2.547
C21 2.232 -4.204 2.414
C22 3.726 -4.453 2.503
O9 4.363 -3.787 3.564
C23 4.225 -4.386 4.838
H49 -0.211 -0.024 4.595
H50 1.316 0.214 3.771
H51 1.129 0.345 5.589
H52 -0.828 -2.128 4.347
H53 0.316 -3.432 4.662
H54 0.325 -1.420 2.432
H55 -0.078 -3.079 2.162
H56 2.480 -2.469 3.385
H57 1.838 -4.642 1.474
H58 1.785 -4.876 3.188
H59 4.153 -4.121 1.562
H60 3.901 -5.513 2.504
H61 4.574 -3.696 5.572
H62 4.807 -5.318 4.748
H63 3.184 -4.602 5.010
C24 -1.018 3.131 3.249
O10 -0.112 2.594 4.223
C25 0.373 3.580 5.056
C26 1.363 3.091 6.050
N2 2.607 2.647 5.442
C27 3.569 2.160 6.397
C28 4.756 1.595 5.684
O11 4.349 0.605 4.794
C29 5.526 0.219 4.013
H64 -1.800 3.778 3.700
H65 -1.430 2.241 2.828
H66 -0.398 3.711 2.564
H67 -0.522 4.080 5.586
H68 0.841 4.409 4.445
H69 0.854 2.318 6.688
H70 1.594 3.972 6.626
H71 2.383 1.959 4.772
H72 3.148 1.495 7.163
H73 3.959 3.037 6.923
H74 5.441 1.211 6.430
H75 5.259 2.403 5.140
H76 5.251 -0.668 3.424
H77 6.379 -0.016 4.635
H78 5.891 0.993 3.337
C30 -0.902 0.298 -4.038
O12 -1.003 0.347 -5.410
C31 -0.657 1.612 -5.928
C32 -0.935 1.596 -7.400
N3 0.239 0.904 -8.035
C33 0.159 0.831 -9.502
C34 -1.068 0.114 -10.073
O13 -1.043 -1.208 -9.733
C35 -2.326 -1.792 -9.921
H79 -1.460 1.083 -3.513
H80 0.139 0.388 -3.745
H81 -1.309 -0.672 -3.665
H82 0.406 1.820 -5.874
H83 -1.219 2.345 -5.342
H84 -1.091 2.580 -7.848
H85 -1.884 1.107 -7.602
H86 0.083 -0.091 -7.749
H87 1.063 0.291 -9.819
H88 0.191 1.859 -9.912
H89 -1.214 0.156 -11.172
H90 -1.873 0.596 -9.501
H91 -3.134 -1.244 -9.408
H92 -2.344 -2.822 -9.623
H93 -2.673 -1.753 -10.990